Molecular formula: C2H4NO2
Method: DFT, ωB97M-V/def2-TZVPD

XYZ file:
```
9
C2H4NO2, DFT ωB97M-V/def2-TZVPD
C 0.63 -0.90 -0.05
N 0.32 0.48 -0.29
C -0.85 1.05 0.35
O -1.26 2.11 -0.17
O -1.35 0.37 1.27
H 1.62 -1.13 -0.43
H -0.10 -1.62 -0.46
H 0.59 -1.08 1.03
H 0.40 0.74 -1.26
```

total charge = -1
energy above the lowest of the compared OMol25 structures with the same formula, charge and spin = 0.0 kcal/mol
lowest unoccupied orbital energy = 0.161 Ha

=====

Molecular formula: C2H4NO2
Method: DFT, ωB97M-V/def2-TZVPD

XYZ file:
```
9
C2H4NO2, DFT ωB97M-V/def2-TZVPD
C 0.10 0.20 0.42
C -1.13 -0.13 -0.31
N 1.53 -0.19 0.11
O 2.39 -0.91 0.25
O 1.14 0.91 -0.37
H 0.15 0.69 1.35
H -1.65 0.74 -0.74
H -1.72 -0.70 0.44
H -0.82 -0.62 -1.17
```

total charge = +1
2S+1 = 3
energy above the lowest of the compared OMol25 structures with the same formula, charge and spin = 134.8 kcal/mol
lowest unoccupied orbital energy (alpha / beta) = -0.173 / -0.377 Ha

=====

| no. | molar mass (g mol⁻¹) | largest force on an atom (eV/A) |
| --- | --- | --- |
| 1 | 74.1 | 0.944 |
| 2 | 74.1 | 8.109 |